# H2IP

2 unconnected molecules or ions with the total composition H2IP (ωB97M-V with the def2-TZVPD basis set, the OMol25 dataset).

Calculated values
Gap between HOMO and LUMO (alpha / beta): 9.64 / 6.48 eV
Molecular weight: 159.9 g/mol
Multiplicity: 3
LUMO energy (alpha / beta): 0.99 / -3.42 eV
Expectation value of S²: 2.01

Each line ends with the Mulliken spin population.
Atoms and positions in Å:
H -0.659 -0.137 -1.496  -0.014
P -0.596 0.643 -0.139  1.015
I 0.542 -1.868 2.191  1.012
H 0.713 1.363 -0.556  -0.013

# H2KO

A molecular structure, H2KO (ωB97M-V with the def2-TZVPD basis set, the OMol25 dataset).

Calculated values
Gap between HOMO and LUMO: 11.20 eV
ΔE to the lowest compared entry with this formula, charge and spin: 29.43 kJ/mol
Molecular weight: 57.1 g/mol
LUMO energy: -4.44 eV
Charge: +1

Each line ends with the natural charge from an NBO analysis.
Atoms and positions in Å:
O 0.373 0.516 -0.410  -0.973
H -0.335 1.189 -0.295  0.484
H 1.105 0.825 0.170  0.490
K -1.142 -2.530 0.535  0.999

# H2KO

A molecular structure, H2KO (ωB97M-V with the def2-TZVPD basis set, the OMol25 dataset).

Calculated values
Gap between HOMO and LUMO: 13.62 eV
ΔE to the lowest compared entry with this formula, charge and spin: 144.43 kJ/mol
Molecular weight: 57.1 g/mol
LUMO energy: -4.29 eV
Charge: +1

Each line ends with the Mulliken charge.
Atoms and positions in Å:
O -0.090 2.917 -0.947  -0.707
H -0.451 2.887 -1.862  0.409
H 0.474 3.723 -0.929  0.350
K -0.033 1.042 -0.351  0.948

# H2LiO

A molecular structure, H2LiO (ωB97M-V with the def2-TZVPD basis set, the OMol25 dataset).

Calculated values
Gap between HOMO and LUMO: 11.69 eV
ΔE to the lowest compared entry with this formula, charge and spin: 47.01 kJ/mol
Molecular weight: 25.0 g/mol
LUMO energy: -5.26 eV
Charge: +1

Each line ends with the natural charge from an NBO analysis.
Atoms and positions in Å:
Li -1.632 1.390 -0.430  0.997
H 0.824 -0.750 -0.554  0.514
O 0.211 -0.263 0.043  -1.019
H 0.597 -0.377 0.941  0.509

# H2MgO

A molecular structure, H2MgO (ωB97M-V with the def2-TZVPD basis set, the OMol25 dataset).

Calculated values
Gap between HOMO and LUMO: 9.46 eV
ΔE to the lowest compared entry with this formula, charge and spin: 39.27 kJ/mol
Molecular weight: 42.3 g/mol
LUMO energy: -14.21 eV
Charge: +2

Each line ends with the natural charge from an NBO analysis.
Atoms and positions in Å:
Mg -1.930 -0.329 0.418  1.966
H 0.774 0.152 -0.931  0.574
H 0.895 0.183 0.621  0.556
O 0.260 -0.006 -0.107  -1.096

# H2N2

A single H2N2 molecule (ωB97M-V with the def2-TZVPD basis set, the OMol25 dataset).

Calculated values
Gap between HOMO and LUMO: 10.29 eV
ΔE to the lowest compared entry with this formula, charge and spin: 57.47 kJ/mol
Molecular weight: 30.0 g/mol
SMILES string: [H]/N=N\[H]
LUMO energy: 0.42 eV

Each line ends with the natural charge from an NBO analysis.
Atoms and positions in Å:
H 0.972 -0.569 0.630  0.291
N 0.414 0.288 0.401  -0.293
H -0.140 -1.067 -0.831  0.259
N -0.533 -0.054 -0.372  -0.257

# H2N2O

2 unconnected molecules or ions with the total composition H2N2O (ωB97M-V with the def2-TZVPD basis set, the OMol25 dataset).

Calculated values
Gap between HOMO and LUMO (alpha / beta): 9.93 / 9.86 eV
ΔE to the lowest compared entry with this formula, charge and spin: 869.87 kJ/mol
Molecular weight: 46.0 g/mol
LUMO energy (alpha / beta): -0.12 / -0.29 eV

Each line ends with the natural charge from an NBO analysis.
Atoms and positions in Å:
H -1.220 1.364 0.800  0.058
H 1.480 -0.466 -0.073  0.333
N -0.513 -0.416 0.398  0.072
N 0.626 0.094 -0.184  -0.232
O -0.374 -0.575 -0.941  -0.231

# H2N2O2

A single H2N2O2 molecule (ωB97M-V with the def2-TZVPD basis set, the OMol25 dataset).

Calculated values
Gap between HOMO and LUMO: 11.40 eV
ΔE to the lowest compared entry with this formula, charge and spin: 162.18 kJ/mol
Molecular weight: 62.0 g/mol
SMILES string: N[N+](=O)[O-]
LUMO energy: 0.47 eV

Each line ends with the natural charge from an NBO analysis.
Atoms and positions in Å:
H -0.320 -0.859 0.113  0.415
N 0.308 -0.013 -0.002  -0.602
O 2.271 1.003 0.038  -0.479
N 1.614 -0.126 0.000  0.622
H 0.111 0.843 0.379  0.402
O 2.123 -1.192 -0.031  -0.358

# H2N2O2S

A single H2N2O2S molecule (ωB97M-V with the def2-TZVPD basis set, the OMol25 dataset).

Calculated values
Gap between HOMO and LUMO: 9.67 eV
ΔE to the lowest compared entry with this formula, charge and spin: 157.15 kJ/mol
Molecular weight: 94.1 g/mol
SMILES string: NS[N+](=O)[O-]
LUMO energy: 0.38 eV

Each line ends with the natural charge from an NBO analysis.
Atoms and positions in Å:
H -0.005 0.521 -0.766  0.381
N -2.924 0.222 0.030  0.496
O -2.430 1.270 0.110  -0.334
H 0.576 -0.198 0.504  0.392
N -0.267 -0.028 0.052  -0.979
S -1.488 -1.117 -0.047  0.383
O -4.004 -0.187 -0.092  -0.339

# H2N2O3

2 unconnected molecules or ions with the total composition H2N2O3 (ωB97M-V with the def2-TZVPD basis set, the OMol25 dataset).

Calculated values
Gap between HOMO and LUMO (alpha / beta): 6.38 / 10.82 eV
ΔE to the lowest compared entry with this formula, charge and spin: 220.87 kJ/mol
Molecular weight: 78.0 g/mol
Multiplicity: 3
LUMO energy (alpha / beta): 1.07 / -1.45 eV
Expectation value of S²: 2.01

Each line ends with the Mulliken spin population.
Atoms and positions in Å:
O -3.075 0.371 0.543  0.001
N -1.266 -0.933 0.096  0.004
H 0.768 -0.557 -0.844  -0.019
H 2.559 0.890 0.347  -0.024
N -2.130 -0.289 0.280  -0.003
O 1.352 0.217 -0.880  1.038
O 1.792 0.301 0.459  1.002